(a)
Entry from OMol25: one molecule with the formula C9H8N4 (wB97M-V/def2-TZVPD).

The LUMO energy comes out at 0.2293 eV. Its total charge is 0. The calculation puts the HOMO-LUMO gap at 9.331 eV. As for the SMILES: Nc1ccnc(-c2ccncc2)n1.

Last column: Mulliken charge in e.
Element x y z (Å)
1 C -2.382 -0.575 -0.007  0.728
2 C -2.892 0.772 -0.008  -0.555
3 C -1.991 1.798 -0.013  -0.396
4 C -0.277 0.308 -0.044  -0.070
5 C 1.193 0.091 -0.048  0.725
6 C 1.696 -1.196 0.034  -0.190
7 C 3.057 -1.365 -0.029  -0.473
8 C 3.405 0.916 -0.013  -0.413
9 C 2.052 1.183 -0.037  -0.281
10 H -4.149 -1.545 0.270  0.268
11 H -2.748 -2.552 0.086  0.276
12 H -3.949 0.945 0.030  0.311
13 H -2.275 2.828 0.011  0.478
14 H 0.924 -1.995 0.088  0.400
15 H 3.582 -2.327 -0.093  0.371
16 H 4.101 1.719 -0.046  0.410
17 H 1.671 2.178 0.058  0.443
18 N -3.182 -1.656 -0.110  -0.462
19 N -0.671 1.556 -0.052  -0.458
20 N -1.080 -0.776 -0.049  -0.481
21 N 3.916 -0.306 -0.029  -0.630

***

(b)
Entry from OMol25: one molecule with the formula C9H8N4 (wB97M-V/def2-TZVPD).

The LUMO energy comes out at -0.3564 eV. Its total charge is 0. The calculation puts the HOMO-LUMO gap at 8.725 eV. As for the SMILES: c1cc2nnc(C3CC3)nc2cn1.

Last column: Mulliken charge in e.
Element x y z (Å)
1 C -3.033 -0.466 0.735  -0.147
2 C -2.888 -1.025 -0.705  -0.754
3 C -2.412 0.555 -0.232  -0.393
4 C -0.944 0.703 -0.068  0.447
5 C 1.591 0.806 -0.221  0.834
6 C 3.072 1.017 -0.152  -0.336
7 C 3.773 -0.155 -0.066  -0.412
8 C 1.964 -1.454 0.222  -0.407
9 C 1.001 -0.343 -0.067  0.348
10 H -2.308 -0.616 1.841  0.223
11 H -4.059 0.293 0.853  0.227
12 H -3.826 -1.058 -1.260  0.236
13 H -2.226 -1.614 -1.152  0.324
14 H -2.865 1.624 -0.135  0.367
15 H 3.701 1.986 -0.152  0.308
16 H 4.803 0.016 0.241  0.351
17 H 1.230 -2.288 0.267  0.361
18 N -0.289 2.018 0.076  -0.535
19 N 0.952 1.993 -0.008  -0.210
20 N 3.140 -1.490 -0.003  -0.477
21 N -0.374 -0.502 -0.016  -0.354

***

Most stable = (a)

***

(a)
Entry from OMol25: C2H8CuNO as an isolated structure (wB97M-V/def2-TZVPD).

The expectation value of S² is 0.754. The LUMO energy (spin up / spin down) comes out at 3.9394 / 3.8572 eV. Its total charge is -1. The spin multiplicity is 2. The calculation puts the HOMO-LUMO gap (spin up / spin down) at 3.671 / 6.545 eV.

Last column: Mulliken charge in e.
Element x y z (Å)
1 C 1.505 -0.601 -0.382  -0.754
2 Cu -0.221 -0.068 0.449  -0.803
3 N -0.413 1.912 -0.040  -0.630
4 H -0.659 -2.261 -0.718  -0.063
5 H 0.023 -2.662 -0.762  -0.019
6 H 1.664 -1.654 -0.633  0.335
7 H 2.294 -0.257 0.310  0.113
8 H 1.530 0.034 -1.280  0.075
9 H -0.542 2.484 0.791  0.221
10 H -1.245 1.992 -0.614  0.277
11 H 0.419 2.192 -0.553  0.257
12 O -2.679 -0.702 1.957  -0.385
13 C -1.677 -0.410 1.475  0.375

***

(b)
Entry from OMol25: C2H8CuNO as an isolated structure (wB97M-V/def2-TZVPD).

The expectation value of S² is 0.758. The LUMO energy (spin up / spin down) comes out at 3.9791 / 3.8854 eV. Its total charge is -1. The spin multiplicity is 2. The calculation puts the HOMO-LUMO gap (spin up / spin down) at 5.422 / 5.284 eV.

Last column: Mulliken charge in e.
Element x y z (Å)
1 C 1.110 -1.252 -1.671  -0.734
2 Cu 0.394 0.345 -0.907  -1.106
3 N -0.665 1.907 0.932  -1.103
4 H -1.718 -1.101 0.978  0.296
5 H -0.999 1.035 1.380  0.242
6 H -0.050 1.708 -0.525  0.501
7 H 0.631 -1.345 -2.646  0.117
8 H 1.059 -2.242 -1.187  0.281
9 H 2.176 -1.004 -1.722  0.071
10 H 0.032 2.389 1.489  0.412
11 H -1.431 2.574 0.761  0.527
12 O 0.074 -1.789 1.937  -0.393
13 C -0.612 -1.225 1.182  -0.111

***

Most stable = (a)

***

(a)
Entry from OMol25: one molecule with the formula C4H5ClO (wB97M-V/def2-TZVPD).

The LUMO energy comes out at 0.7521 eV. Its total charge is 0. The calculation puts the HOMO-LUMO gap at 10.237 eV. As for the SMILES: O=CC/C=C/Cl.

Last column: Mulliken charge in e.
Element x y z (Å)
1 C 0.730 1.015 -1.316  0.075
2 C -0.177 -0.577 0.710  -0.327
3 C 0.667 0.705 0.176  -0.659
4 C -1.413 -1.173 0.574  -0.178
5 O 1.703 0.881 -1.989  -0.433
6 Cl -1.560 -2.783 1.063  -0.163
7 H -0.207 1.384 -1.726  0.323
8 H 0.303 -1.207 1.407  0.304
9 H 1.662 0.763 0.495  0.375
10 H 0.345 1.644 0.679  0.306
11 H -2.053 -0.651 -0.072  0.376

***

(b)
Entry from OMol25: a 2-piece molecular cluster, C4H5ClO overall (wB97M-V/def2-TZVPD).

The LUMO energy (spin up / spin down) comes out at 0.4696 / -0.5282 eV. Its total charge is 0. The calculation puts the HOMO-LUMO gap (spin up / spin down) at 9.296 / 7.676 eV.

Last column: Mulliken charge in e.
Element x y z (Å)
1 C -0.948 -1.305 -1.040  -0.439
2 C -1.794 -0.439 -0.603  0.053
3 C 1.322 1.202 0.487  -0.081
4 C 0.585 0.468 1.495  -0.282
5 O 1.439 -0.280 0.802  -0.294
6 Cl -3.110 0.224 -1.247  -0.138
7 H -1.024 -1.928 -2.101  0.193
8 H -0.145 -1.605 -0.453  0.299
9 H 0.778 1.415 -0.539  0.178
10 H 2.303 1.732 0.643  0.235
11 H 0.592 0.517 2.555  0.276

***

Most stable = (a)